1.
Here is C6H9NO as an isolated structure at a distorted geometry from the OMol25 dataset. Energies are from ωB97M-V/def2-TZVPD.

Summary:
- gap between HOMO and LUMO (spin up / spin down) (eV) = 8.1 / 8.1
- net charge = 0
- energy relative to the best compared isomer or geometry (same formula, charge and spin) (eV) = 4.617

Positions of all 17 atoms, in Å:
1 C 0.84705 0.20950 -0.57507
2 C 1.64867 1.40783 -0.09623
3 C -0.37024 -1.82409 0.86821
4 C -0.53464 0.43849 -0.91405
5 C -0.31593 -0.32739 0.81509
6 C -1.55937 0.54146 -1.69882
7 O 1.39196 -0.72504 -1.25031
8 N -0.60619 0.50044 1.71998
9 H -0.94311 0.05989 2.57794
10 H 2.56799 1.04719 0.36371
11 H 1.88605 2.02598 -0.96107
12 H 1.08575 2.01083 0.61948
13 H -0.90481 -2.21228 0.00100
14 H 0.64119 -2.22954 0.80256
15 H -0.84445 -2.16429 1.78756
16 H -2.56472 0.55404 -1.29565
17 H -1.42521 0.68700 -2.76434

---

2.
Here is C23H27BrN3O5RhS as an isolated structure at a distorted geometry from the OMol25 dataset. Energies are from ωB97M-V/def2-TZVPD.

Summary:
- gap between HOMO and LUMO (eV) = 5.1
- net charge = +2
- energy relative to the best compared isomer or geometry (same formula, charge and spin) (eV) = 2.052

Positions of all 61 atoms, in Å:
1 Rh -0.20176 -0.12783 0.29141
2 O 2.12383 -0.46615 -0.22733
3 C 2.08018 -1.62003 0.66573
4 C 2.70174 -1.27718 1.99580
5 C 2.10485 0.02906 2.55077
6 C 0.67278 -0.01202 3.03661
7 C 0.39720 -0.19098 4.38240
8 C -0.88713 -0.05380 4.87417
9 C -1.90479 0.30717 4.00551
10 C -1.61175 0.43070 2.67078
11 N -0.36108 0.25265 2.18989
12 H 2.52030 -0.73711 -1.06582
13 H 2.50251 -2.51225 0.20609
14 H 1.01899 -1.85250 0.81726
15 H 3.77731 -1.13849 1.87881
16 H 2.55462 -2.12132 2.67167
17 H 2.17709 0.80067 1.78715
18 H 2.71352 0.37593 3.38446
19 H 1.22293 -0.40808 5.04665
20 H -1.08602 -0.19392 5.92821
21 H -2.91439 0.47949 4.34899
22 H -2.36960 0.70240 1.95341
23 Br 3.24486 4.41734 -0.07236
24 C 1.50983 3.74108 -0.10815
25 C 0.40292 4.57504 -0.18070
26 C -0.85317 4.00034 -0.21534
27 C -0.98953 2.62719 -0.15910
28 N 0.08840 1.82514 -0.08288
29 C 1.32046 2.37321 -0.06009
30 H 0.52750 5.64898 -0.21775
31 H -1.74394 4.60864 -0.28859
32 H -1.95976 2.16052 -0.21051
33 H 2.15935 1.69864 -0.03649
34 C -5.06036 5.06700 -1.51724
35 C -5.17083 3.60796 -1.86406
36 C -4.07519 2.89096 -2.33445
37 C -4.18987 1.55432 -2.69290
38 C -5.42037 0.92313 -2.58702
39 C -6.52996 1.62428 -2.12019
40 C -6.39665 2.94986 -1.75344
41 S -5.60776 -0.73991 -3.13806
42 O -4.46282 -1.01945 -3.95418
43 O -6.95684 -0.89420 -3.57307
44 N -5.47675 -1.72465 -1.83742
45 C -4.20850 -2.10112 -1.27906
46 C -3.90101 -1.38244 0.08308
47 C -2.46758 -1.06986 0.17527
48 O -1.59394 -1.75906 0.73554
49 O -1.96406 0.04329 -0.35335
50 H -4.07698 5.46427 -1.76955
51 H -5.24660 5.23373 -0.45410
52 H -5.79946 5.65411 -2.06205
53 H -3.12922 3.40163 -2.47744
54 H -3.35006 1.01739 -3.11352
55 H -7.49436 1.13559 -2.08010
56 H -7.26637 3.49764 -1.41258
57 H -6.33424 -1.87163 -1.32612
58 H -3.44722 -1.85156 -2.01744
59 H -4.16428 -3.17975 -1.13289
60 H -4.16574 -2.01097 0.93165
61 H -4.46471 -0.44840 0.11822

---

3.
Here is a 3-piece molecular cluster, C31H25NO5P overall at a distorted geometry from the OMol25 dataset. Energies are from ωB97M-V/def2-TZVPD.

Summary:
- gap between HOMO and LUMO (eV) = 2.9
- net charge = -1

Positions of all 63 atoms, in Å:
1 N 2.55147 2.81235 -2.93246
2 P 2.71849 1.27321 -2.37518
3 C 3.95069 0.35301 -3.56010
4 C 4.96014 1.53345 -4.08509
5 C 6.35232 0.95087 -4.79805
6 O 7.15043 0.12970 -3.85804
7 H 1.54130 3.00833 -3.16246
8 H 3.28085 1.32795 -1.04904
9 H 1.38060 0.70402 -2.42248
10 H 3.26906 -0.04114 -4.43497
11 H 5.24861 2.25005 -3.18145
12 H 4.39480 2.10963 -4.94771
13 H 7.00917 1.92594 -5.00403
14 H 6.13010 0.40462 -5.82833
15 H 7.16024 0.69151 -3.00801
16 C -5.45082 -1.57632 0.50711
17 C -4.63348 -0.45088 0.40539
18 C -3.51292 -0.47456 -0.42650
19 C -3.20143 -1.63201 -1.15020
20 C -4.00477 -2.76524 -1.02949
21 C -5.13896 -2.73368 -0.20770
22 C -3.65794 -4.00751 -1.74961
23 O -4.36507 -5.00231 -1.64689
24 C -2.44267 -4.03617 -2.58769
25 C -2.07036 -5.22439 -3.22986
26 C -0.92980 -5.25661 -4.03509
27 C -0.16509 -4.10335 -4.20852
28 C -0.53050 -2.91976 -3.56553
29 C -1.66635 -2.88910 -2.74563
30 C -2.02433 -1.64199 -2.04141
31 O -1.35017 -0.62920 -2.18961
32 H -6.32930 -1.55489 1.14831
33 H -4.86948 0.44692 0.97234
34 H -2.88233 0.40953 -0.50495
35 H -5.77847 -3.61016 -0.11908
36 H -2.66372 -6.12841 -3.10225
37 H -0.63961 -6.18165 -4.52860
38 H 0.71935 -4.12627 -4.84150
39 H 0.07413 -2.02463 -3.70174
40 C -0.55609 0.41626 7.48303
41 C -1.77171 1.07497 7.30037
42 C -2.00497 1.79828 6.12960
43 C -1.01440 1.87338 5.14289
44 C 0.21009 1.23519 5.33639
45 C 0.43567 0.49507 6.50432
46 C 1.28032 1.34875 4.32457
47 O 2.35498 0.78551 4.49216
48 C 1.03996 2.15754 3.11288
49 C 2.06592 2.32126 2.17296
50 C 1.84274 3.07356 1.01773
51 C 0.59513 3.65510 0.79374
52 C -0.42696 3.49831 1.73107
53 C -0.20059 2.75598 2.89770
54 C -1.27667 2.62587 3.89994
55 O -2.37199 3.14052 3.70604
56 H -0.37771 -0.15508 8.39137
57 H -2.53988 1.02401 8.06881
58 H -2.95834 2.30567 5.99160
59 H 1.38415 -0.01713 6.65624
60 H 3.04192 1.86788 2.33872
61 H 2.64239 3.20376 0.29173
62 H 0.41875 4.23513 -0.10952
63 H -1.39686 3.95933 1.55174

---

4.
Here is C6H14NdO3 as an isolated structure at a distorted geometry from the OMol25 dataset. Energies are from ωB97M-V/def2-TZVPD.

Summary:
- spin multiplicity = 4
- gap between HOMO and LUMO (spin up / spin down) (eV) = 2.5 / 3.6
- expectation value of S² = 3.7532
- net charge = +3
- energy relative to the best compared isomer or geometry (same formula, charge and spin) (eV) = 0.000

Positions of all 24 atoms, in Å:
1 H -6.89726 -0.22032 -0.96740
2 C -6.52749 -0.81737 -1.81106
3 H -7.32465 -0.94798 -2.55164
4 H -6.20041 -1.80094 -1.45068
5 H -5.68245 -0.29693 -2.28632
6 C 2.46316 -0.83107 -5.36835
7 O 1.66360 -0.39063 -4.26105
8 C 0.32714 -0.89966 -4.27398
9 C -0.46912 -0.08339 -3.27451
10 O 0.33150 0.06922 -2.06810
11 C -0.50232 -0.21319 -0.92017
12 C -1.88738 -0.29322 -1.55253
13 O -1.60071 -0.75263 -2.86970
14 H 3.31591 -0.15133 -5.45243
15 H 2.81133 -1.85455 -5.18049
16 H 1.85794 -0.78884 -6.28144
17 H 0.33032 -1.95718 -3.97707
18 H -0.09889 -0.78682 -5.27850
19 H -0.69257 0.93204 -3.64126
20 H -0.39715 0.59997 -0.19556
21 H -0.17717 -1.16640 -0.49002
22 H -2.37345 0.69215 -1.59127
23 H -2.54103 -1.02014 -1.06334
24 Nd 2.62074 0.38894 -2.34348